54
Properties=species:S:1:pos:R:3 method="wB97M-V/def2-TZVPD" spin_multiplicity=2 s2=0.761 homo_ev="-7.80 / -7.78" mol_weight_g_mol=1215.21 lumo_ev="-1.73 / -1.73" e_above_lowest_kj_mol=0.0 gap_ev="6.08 / 6.04"
W -0.080 -1.757 -1.211
Cl 3.238 -0.543 5.362
C 2.742 -0.919 3.760
C 1.439 -1.348 3.514
Cl 0.315 -1.518 4.800
C 1.048 -1.638 2.217
Cl -0.529 -2.227 1.868
C 1.921 -1.510 1.137
O 1.553 -1.757 -0.105
C 3.227 -1.084 1.398
Cl 4.301 -0.922 0.064
C 3.634 -0.794 2.695
Cl 5.241 -0.260 2.984
O 0.591 -0.990 -2.543
N -1.764 -1.990 -2.796
C -1.789 -2.324 -4.086
C -2.981 -2.570 -4.731
C -4.162 -2.471 -4.002
C -4.134 -2.117 -2.669
C -2.891 -1.872 -2.095
S -2.469 -1.425 -0.472
H -0.828 -2.390 -4.579
H -2.987 -2.841 -5.776
H -5.110 -2.678 -4.482
H -5.034 -2.039 -2.077
O -0.038 0.130 -0.039
S -0.661 1.454 -0.486
C 0.758 2.404 -0.996
C 2.029 1.904 -0.768
C 3.119 2.656 -1.178
C 2.926 3.881 -1.801
C 1.643 4.360 -2.033
C 0.543 3.614 -1.637
C -1.030 2.229 1.073
C -2.009 3.209 1.102
C -2.291 3.832 2.309
C -1.610 3.455 3.457
C -0.644 2.457 3.411
C -0.343 1.835 2.210
H 2.159 0.938 -0.301
H 4.118 2.276 -1.012
H 3.781 4.463 -2.121
H 1.497 5.308 -2.533
H -0.463 3.969 -1.829
H -2.552 3.474 0.203
H -3.053 4.599 2.353
H -1.840 3.935 4.399
H -0.126 2.157 4.312
H 0.400 1.049 2.155
Se -0.620 -7.590 -0.495
Sb -0.001 -5.546 0.639
Se 0.138 -4.063 -1.634
Se 1.997 -5.061 1.790
Se -2.321 -5.346 1.272